No. 1
{
  "formula": "C8H23NO5",
  "method": "ωB97M-V/def2-TZVPD",
  "species": ["C", "O", "C", "C", "N", "C", "C", "O", "C", "H", "H", "H", "H", "H", "H", "H", "H", "H", "H", "H", "H", "H", "H", "H", "C", "C", "O", "O", "H", "H", "H", "H", "H", "H", "O", "H", "H"],
  "xyz": [[-1.3628, -4.7988, 1.1124], [-0.5843, -3.6464, 0.9253], [-1.1719, -2.8029, -0.0522], [-0.2435, -1.6471, -0.3869], [0.3163, -0.9102, 0.7510], [1.5087, -1.5768, 1.3121], [2.3511, -0.5551, 2.0703], [3.5378, -1.1786, 2.4679], [4.4166, -0.3061, 3.1369], [-2.3573, -4.5196, 1.4823], [-0.9147, -5.4623, 1.8533], [-1.4577, -5.4164, 0.2109], [-2.1097, -2.4058, 0.3561], [-1.3741, -3.3988, -0.9468], [-0.8177, -0.9636, -1.0235], [0.5529, -1.9745, -1.0563], [-0.3678, -0.8707, 1.5009], [2.1157, -1.9830, 0.5009], [1.2481, -2.4445, 1.9180], [1.7700, -0.2049, 2.9332], [2.5304, 0.2790, 1.3823], [3.9277, 0.1665, 3.9972], [4.8199, 0.4349, 2.4363], [5.2614, -0.8670, 3.5377], [-2.7855, 4.7096, -3.3372], [-2.0846, 3.8065, -2.3414], [-1.2852, 2.8637, -3.0211], [-1.9247, 5.7315, -3.8707], [-3.6363, 5.2158, -2.8759], [-3.1020, 4.0910, -4.1768], [-2.8940, 3.2538, -1.8296], [-1.5560, 4.3842, -1.5769], [-0.8270, 2.3268, -2.3555], [-2.0389, 6.5254, -3.3461], [-0.0379, 1.6540, -0.7538], [0.9210, 1.5956, -0.7058], [-0.3438, 0.8948, -0.2286]],
  "fmax_ev_per_a": 1.15,
  "smiles": "COCCNCCOC.OCCO.O",
  "e_homo_ev": -9.53,
  "total_charge": 0,
  "lumo_ev": 0.66,
  "gap_ev": 10.194,
  "total_energy_ev": -20394.65110
}


No. 2
{
  "formula": "C18H26ClGeN4S2SeTi",
  "method": "ωB97M-V/def2-TZVPD",
  "species": ["Ti", "C", "S", "C", "S", "N", "N", "C", "C", "C", "C", "C", "C", "N", "H", "H", "H", "H", "H", "H", "H", "H", "C", "Ge", "C", "C", "C", "Se", "C", "H", "H", "H", "H", "H", "H", "H", "H", "H", "H", "H", "H", "H", "H", "Cl", "C", "C", "C", "C", "N", "C", "H", "H", "H", "H"],
  "xyz": [[0.9251, -0.7552, 0.7614], [5.0693, -2.7469, 3.2763], [4.0386, -1.3045, 3.5991], [2.8124, -1.4526, 2.4879], [2.5114, -2.6315, 1.3165], [1.8925, -0.3336, 2.4823], [0.6043, -0.7221, 2.6560], [-0.0845, -1.6167, 3.2642], [-1.1543, -2.1447, 2.4186], [-2.2318, -2.8640, 2.8759], [-3.1473, -3.3563, 1.9412], [-2.9245, -3.1208, 0.5996], [-1.7968, -2.4000, 0.2116], [-0.9216, -1.9121, 1.0891], [5.8812, -2.6868, 3.9993], [5.4670, -2.7003, 2.2643], [4.4956, -3.6578, 3.4377], [0.1614, -1.9947, 4.2544], [-2.3654, -3.0400, 3.9356], [-4.0132, -3.9167, 2.2693], [-3.6029, -3.4906, -0.1569], [-1.6000, -2.2237, -0.8392], [-2.9085, 2.0650, -3.8682], [-2.9447, 1.9787, -1.9296], [-3.0000, 3.7136, -1.0533], [-4.2611, 0.7307, -1.2127], [-1.1784, 1.0749, -1.4400], [-0.7820, 1.2312, 0.4704], [0.2340, 2.8908, 0.3969], [-3.8444, 2.4903, -4.2316], [-2.7976, 1.0764, -4.3135], [-2.0964, 2.7017, -4.2190], [-3.9722, 4.1677, -1.2492], [-2.2416, 4.3923, -1.4450], [-2.9000, 3.6419, 0.0314], [-5.2669, 1.1419, -1.2960], [-4.0824, 0.5270, -0.1541], [-4.2436, -0.2087, -1.7680], [-0.3114, 1.4632, -1.9762], [-1.2894, 0.0110, -1.6699], [-0.4795, 3.6629, 0.1222], [1.0196, 2.8078, -0.3482], [0.6356, 3.0927, 1.3866], [3.0139, -0.6862, -4.2958], [3.1352, 0.0078, -2.7453], [4.1454, 0.9126, -2.4229], [4.1904, 1.4484, -1.1442], [3.2356, 1.0783, -0.2181], [2.2657, 0.2020, -0.5311], [2.2153, -0.3228, -1.7701], [4.8808, 1.1855, -3.1696], [4.9640, 2.1511, -0.8668], [3.2294, 1.4698, 0.7905], [1.4188, -1.0280, -2.0037]],
  "fmax_ev_per_a": 0.49,
  "e_homo_ev": -17.61,
  "total_charge": 3,
  "lumo_ev": -11.22,
  "gap_ev": 6.395,
  "total_energy_ev": -204191.98054
}


No. 3
{
  "formula": "C2H2N4O",
  "method": "ωB97M-V/def2-TZVPD",
  "species": ["N", "N", "N", "C", "C", "O", "N", "H", "H"],
  "xyz": [[1.3074, -0.2435, 0.0780], [1.1147, 0.6776, -0.7855], [0.4538, -0.7251, 0.9122], [-0.8634, -0.3882, 0.8380], [-1.1971, 0.0824, -0.6070], [-1.6392, -0.2547, 1.7339], [-1.8299, 0.2701, -1.5523], [2.0422, -0.9153, -0.1893], [0.6114, 1.4967, -0.4281]],
  "fmax_ev_per_a": 3.23,
  "e_homo_ev": [-10.53, -10.53],
  "total_charge": 0,
  "lumo_ev": [-1.69, -1.68],
  "gap_ev": [8.848, 8.849],
  "total_energy_ev": -10109.96889
}


No. 4
{
  "formula": "C6H12O",
  "method": "ωB97M-V/def2-TZVPD",
  "species": ["C", "O", "C", "C", "C", "C", "C", "H", "H", "H", "H", "H", "H", "H", "H", "H", "H", "H", "H"],
  "xyz": [[-1.7193, 1.4951, -0.5301], [-1.6564, 0.2058, 0.0196], [-0.6210, -0.6668, -0.3405], [0.4389, -0.3552, -1.4200], [1.4953, -0.9119, -0.4095], [0.4692, -0.9184, 0.7529], [0.6079, 0.1515, 1.8398], [-2.3051, 1.5006, -1.4604], [-0.7383, 1.9424, -0.7347], [-2.2252, 2.1186, 0.2118], [-1.0761, -1.6314, -0.5954], [0.2931, -0.8783, -2.3780], [0.5981, 0.7015, -1.6617], [2.3471, -0.2460, -0.2606], [1.8481, -1.9122, -0.6683], [0.3362, -1.8920, 1.2451], [1.2575, -0.1699, 2.6664], [1.0243, 1.0893, 1.4530], [-0.3743, 0.3773, 2.2706]],
  "fmax_ev_per_a": 0.44,
  "smiles": "CO[C@H]1CC[C@H]1C",
  "e_homo_ev": -9.20,
  "total_charge": 0,
  "lumo_ev": 1.08,
  "gap_ev": 10.277,
  "total_energy_ev": -8462.66152
}


No. 5
{
  "formula": "C6H16N2",
  "method": "ωB97M-V/def2-TZVPD",
  "species": ["N", "C", "C", "N", "C", "C", "C", "C", "H", "H", "H", "H", "H", "H", "H", "H", "H", "H", "H", "H", "H", "H", "H", "H"],
  "xyz": [[1.2493, -0.9860, -1.9013], [0.0977, -1.8411, -1.4873], [-0.6263, -1.3957, -0.1764], [-0.1086, -0.1396, 0.2785], [0.9192, -0.2473, 1.3367], [1.5791, 1.0626, 1.7088], [-1.1481, 0.8338, 0.6137], [-1.5399, 1.7184, -0.6146], [0.9792, -0.0782, -1.5392], [1.2969, -0.8889, -2.9086], [0.4986, -2.8315, -1.3325], [-0.6583, -2.0044, -2.2729], [-0.4409, -2.1435, 0.5920], [-1.7027, -1.3649, -0.3639], [1.6026, -0.9547, 0.8736], [0.3907, -0.8122, 2.1273], [1.8379, 1.2892, 2.7724], [2.5709, 0.9756, 1.2738], [1.1368, 1.9088, 1.1991], [-0.8026, 1.5499, 1.3345], [-2.0820, 0.4555, 1.0550], [-2.1584, 1.2275, -1.3461], [-2.2133, 2.4478, -0.1185], [-0.6778, 2.2190, -1.1042]],
  "fmax_ev_per_a": 4.44,
  "e_homo_ev": [-13.65, -13.58],
  "total_charge": 1,
  "lumo_ev": [-2.50, -7.52],
  "spin_multiplicity": 2,
  "gap_ev": [11.155, 6.055],
  "s2": 0.754,
  "total_energy_ev": -9452.45443
}


No. 6
{
  "formula": "C32H44ClCrN6OSSi4Te",
  "method": "ωB97M-V/def2-TZVPD",
  "species": ["Cr", "N", "C", "S", "N", "N", "C", "C", "C", "C", "C", "C", "N", "H", "H", "H", "H", "H", "H", "H", "Cl", "C", "C", "C", "C", "O", "C", "C", "N", "C", "C", "C", "C", "C", "C", "C", "C", "N", "C", "C", "H", "H", "H", "H", "H", "H", "H", "H", "H", "H", "C", "Si", "C", "C", "Si", "Te", "Si", "C", "C", "C", "Si", "C", "C", "C", "H", "H", "H", "H", "H", "H", "H", "H", "H", "H", "H", "H", "H", "H", "H", "H", "H", "H", "H", "H", "H", "H", "H", "H", "H", "H", "H"],
  "xyz": [[-2.1293, -0.0394, 0.4095], [-2.3535, 1.4464, -4.1668], [-3.0024, 1.2687, -2.9648], [-3.7677, 2.5619, -2.2183], [-3.0627, -0.0166, -2.6024], [-3.3558, -0.2823, -1.3077], [-4.3220, -1.1271, -1.1183], [-4.5743, -1.6380, 0.2212], [-5.6362, -2.4952, 0.5008], [-5.8195, -2.9195, 1.8035], [-4.9454, -2.4831, 2.7898], [-3.9043, -1.6423, 2.4312], [-3.7231, -1.2359, 1.1794], [-2.1143, 2.4045, -4.3618], [-1.6506, 0.7565, -4.3825], [-4.9410, -1.4293, -1.9579], [-6.2945, -2.8114, -0.2958], [-6.6363, -3.5863, 2.0482], [-5.0578, -2.7852, 3.8210], [-3.1883, -1.2779, 3.1561], [-2.7863, 4.3533, 6.2074], [-2.8245, 3.4827, 4.6864], [-3.6619, 3.9238, 3.6668], [-3.6935, 3.2364, 2.4714], [-2.8979, 2.0975, 2.2556], [-2.9721, 1.5059, 1.0970], [-2.0526, 1.6562, 3.3088], [-1.2392, 0.4712, 3.2304], [-1.1654, -0.3427, 2.1959], [-0.4654, -1.5252, 2.2485], [0.2712, -2.0006, 3.3529], [0.8555, -3.2596, 3.3099], [0.7408, -4.0924, 2.2153], [0.0218, -3.6530, 1.0779], [-0.1827, -4.4295, -0.0725], [-0.8739, -3.9144, -1.1533], [-1.3671, -2.6211, -1.0845], [-1.2226, -1.8710, 0.0140], [-0.5534, -2.3503, 1.0886], [-2.0342, 2.3725, 4.5158], [-4.2726, 4.8042, 3.8140], [-4.3203, 3.5618, 1.6526], [-0.6618, 0.2401, 4.1208], [0.4016, -1.3932, 4.2355], [1.4252, -3.5938, 4.1693], [1.1922, -5.0753, 2.2084], [0.2274, -5.4312, -0.1072], [-1.0147, -4.4874, -2.0589], [-1.8621, -2.1552, -1.9273], [-1.3899, 2.0425, 5.3206], [3.1743, -1.2278, 1.4162], [3.1332, -1.0795, -0.4543], [4.9228, -1.0948, -1.0618], [2.3082, -2.5937, -1.1893], [2.1056, 0.8996, -1.1505], [-0.2261, 1.4829, -0.5448], [2.0113, 0.9431, -3.4845], [3.6794, 0.7575, -4.3499], [0.8948, -0.4671, -4.0398], [1.2437, 2.5636, -4.0491], [3.2519, 2.7290, -0.2443], [2.4802, 4.3241, -0.8673], [3.0901, 2.6783, 1.6268], [5.0872, 2.7710, -0.6857], [3.4230, -2.2496, 1.7116], [2.2173, -0.9750, 1.8715], [3.9268, -0.5592, 1.8351], [5.4167, -2.0159, -0.7438], [5.4892, -0.2562, -0.6618], [4.9820, -1.0396, -2.1479], [2.7048, -3.4985, -0.7221], [2.4945, -2.6540, -2.2614], [1.2305, -2.5819, -1.0427], [4.0830, -0.2482, -4.2354], [4.4175, 1.4544, -3.9537], [3.5691, 0.9561, -5.4183], [1.3469, -1.4396, -3.8506], [0.6755, -0.3954, -5.1081], [-0.0433, -0.4316, -3.4824], [1.9602, 3.3836, -3.9930], [0.3930, 2.8210, -3.4183], [0.8991, 2.4843, -5.0834], [1.3940, 4.2798, -0.7915], [2.7340, 4.5108, -1.9110], [2.8320, 5.1706, -0.2729], [2.0376, 2.6094, 1.9036], [3.5058, 3.5842, 2.0736], [3.6032, 1.8180, 2.0551], [5.2506, 2.6597, -1.7572], [5.6407, 1.9788, -0.1839], [5.5172, 3.7269, -0.3776]],
  "fmax_ev_per_a": 0.75,
  "e_homo_ev": [-2.76, -4.39],
  "total_charge": -1,
  "lumo_ev": [1.78, 1.58],
  "spin_multiplicity": 5,
  "gap_ev": [4.542, 5.965],
  "s2": 6.122,
  "total_energy_ev": -135476.84243
}